Record 1
The following is a quantum chemistry calculation of one molecule with the formula C5H6 at a distorted geometry, from OMol25.

Structure (XYZ):
```
11
Properties=species:S:1:pos:R:3:lowdin_charge:R:1
C 2.61736 -0.24011 0.24101 0.146
C 1.40403 -0.08422 0.31265 -0.151
C -0.83592 1.63803 -0.19430 0.161
C 0.01100 -0.00728 0.16550 -0.193
C -0.98848 -1.13887 0.06925 -0.128
H 3.59120 -0.13115 0.13504 -0.024
H -1.76083 1.75751 -0.62482 -0.024
H -0.10067 2.38180 -0.11437 -0.019
H -2.02178 -0.72424 0.38290 0.096
H -0.71813 -2.14400 0.55602 0.103
H -1.19776 -1.30749 -0.92889 0.031
```

Properties
energy above the lowest of the compared OMol25 structures with the same formula, charge and spin: 130.9 kcal/mol
calculated total energy: -193.87193 Eh
multiplicity: 1
frontier orbital gap (spin up / spin down): 0.3217 / 0.2949 Ha
SMILES: C#CC(=C)C

=====

Record 2
The following is a quantum chemistry calculation of one molecule with the formula C5H6 at a distorted geometry, from OMol25.

Structure (XYZ):
```
11
Properties=species:S:1:pos:R:3:lowdin_charge:R:1
C 0.02248 0.54973 -0.24132 -0.152
C -1.25844 0.30565 0.43146 -0.173
C 1.23412 0.26052 0.14446 -0.074
C 2.46536 -0.25681 0.15661 0.010
C -2.16972 -0.31764 -0.28706 0.008
H 0.13552 1.05494 -1.10110 0.075
H -1.26819 0.60707 1.49497 0.113
H 3.23240 0.04991 0.80995 0.031
H 2.55485 -1.21239 -0.29241 0.043
H -1.89395 -0.35372 -1.31840 0.062
H -3.05442 -0.68726 0.20285 0.058
```

Properties
energy above the lowest of the compared OMol25 structures with the same formula, charge and spin: 52.7 kcal/mol
calculated total energy: -193.99651 Eh
multiplicity: 1
frontier orbital gap: 0.3686 Ha
SMILES: C=C=CC=C

=====

Record 3
The following is a quantum chemistry calculation of C5H6AlO4 as an isolated structure at a distorted geometry, from OMol25.

Structure (XYZ):
```
16
Properties=species:S:1:pos:R:3:lowdin_charge:R:1
O 0.94143 -0.70109 -0.00062 0.066
C 0.37490 0.40157 0.59224 0.129
C 1.24197 1.30606 1.17365 0.031
O 2.50193 1.09515 1.31014 0.005
Al 3.41021 -0.10135 0.63995 1.366
H -0.63944 0.24744 0.95608 0.197
H 0.77532 2.07673 1.80174 0.210
C -1.57148 -3.20212 2.77665 0.245
C -0.58692 -3.29856 1.90073 -0.020
O 0.11602 -2.12460 1.57360 0.159
C 0.85803 -2.00834 0.53652 -0.343
O 1.05666 -3.03721 -0.20489 0.325
H -1.89532 -2.23909 3.17056 0.125
H -0.32943 -4.16642 1.29878 0.161
H -2.22663 -4.06007 2.91754 0.139
H 1.71136 -2.86749 -0.90103 0.204
```

Properties
energy above the lowest of the compared OMol25 structures with the same formula, charge and spin: 55.9 kcal/mol
charge: +3
calculated total energy: -736.07634 Eh
multiplicity: 1
frontier orbital gap (spin up / spin down): 0.1966 / 0.1596 Ha

=====

Record 4
The following is a quantum chemistry calculation of C5H6Br2 as an isolated structure at a distorted geometry, from OMol25.

Structure (XYZ):
```
13
Properties=species:S:1:pos:R:3:lowdin_charge:R:1
C 0.54502 0.95320 -0.24094 -0.592
C -0.55813 0.63601 -1.19892 -0.141
C -0.48548 0.96152 0.97307 -0.153
C -1.45660 0.71902 -0.18832 -0.735
C 0.97383 -1.99201 0.11950 -0.529
Br -3.11038 -0.13567 -0.12417 0.733
Br 1.91986 -0.41264 -0.24984 1.054
H 1.23066 1.85607 -0.34645 0.102
H -0.71469 0.60507 -2.28987 0.124
H -0.25376 0.16362 1.72834 0.119
H -0.57808 1.92194 1.44917 0.095
H 1.24787 -2.76081 -0.71241 -0.031
H 1.23987 -2.51532 1.08083 -0.048
```

Properties
energy above the lowest of the compared OMol25 structures with the same formula, charge and spin: 118.2 kcal/mol
calculated total energy: -5341.92593 Eh
multiplicity: 1
frontier orbital gap: 0.2858 Ha

=====

Record 5
The following is a quantum chemistry calculation of C5H6BrClN2O2S as an isolated structure at a distorted geometry, from OMol25.

Structure (XYZ):
```
18
Properties=species:S:1:pos:R:3:lowdin_charge:R:1
C -1.35039 -0.25229 -1.33788 -0.052
C -0.18375 0.44008 -1.29450 -0.102
C 0.70836 -1.24382 0.19181 -0.815
C -1.54146 -1.57102 -0.67138 -0.202
C 1.03503 -0.00041 -0.45872 -0.870
N -0.42161 -1.78786 0.15280 0.029
N -0.34231 1.34779 1.50475 -0.057
O 2.14165 0.90553 1.72747 -0.345
O 1.21755 2.62241 0.23628 -0.286
S 1.13877 1.34345 0.81183 0.468
Cl 1.82082 -1.91885 1.32606 0.743
Br 2.72558 0.15126 -1.39486 0.837
H -2.14085 0.02334 -2.03076 0.108
H 0.09046 1.39268 -1.57249 0.068
H -2.45336 -1.44684 -0.07883 0.124
H -1.60482 -2.54007 -1.29530 0.163
H -0.59379 2.09044 2.20228 0.123
H -0.24589 0.44418 1.98145 0.067
```

Properties
energy above the lowest of the compared OMol25 structures with the same formula, charge and spin: 32.3 kcal/mol
calculated total energy: -3886.42136 Eh
multiplicity: 1
frontier orbital gap: 0.3616 Ha

=====

Record 6
The following is a quantum chemistry calculation of a 2-piece molecular cluster, C5H6BrF overall at a distorted geometry, from OMol25.

Structure (XYZ):
```
13
Properties=species:S:1:pos:R:3:lowdin_charge:R:1
C -1.19152 1.31714 0.22732 -0.079
C -0.89067 -0.04959 0.83752 -0.125
C 0.64085 0.22804 -1.56716 0.112
C 0.02330 0.52374 -0.21969 -0.334
C 1.42602 0.67236 -0.61637 -0.222
F 2.63458 1.05311 -0.26999 0.120
Br 1.57067 -2.91399 0.74808 0.314
H -2.09706 1.33159 -0.38439 0.103
H -1.03641 2.14201 0.88353 0.084
H -0.36281 -0.13390 1.78724 0.098
H -1.41361 -0.92269 0.52175 0.072
H 0.13105 -2.80039 0.45771 -0.241
H 0.56561 -0.44742 -2.40555 0.099
```

Properties
energy above the lowest of the compared OMol25 structures with the same formula, charge and spin: 61.7 kcal/mol
calculated total energy: -2867.83309 Eh
multiplicity: 1
frontier orbital gap: 0.3366 Ha
SMILES: FC1=CC12CC2.Br

=====

Record 7
The following is a quantum chemistry calculation of one molecule with the formula C5H6BrF3S at a distorted geometry, from OMol25.

Structure (XYZ):
```
16
Properties=species:S:1:pos:R:3:lowdin_charge:R:1
C 0.66816 -0.60285 -0.17499 -0.222
C 0.36904 0.80967 0.47060 -0.563
C -0.27448 -0.66093 -1.33728 -0.873
C -1.76325 -0.19510 -0.79658 -0.754
C 1.08884 0.78553 1.80544 -0.106
F 0.04597 0.22680 -2.29677 0.013
F -2.36695 0.44593 -1.87523 0.022
F -2.57108 -1.23280 -0.48182 0.029
S -1.43956 1.00666 0.48667 1.050
Br -0.39501 -2.43464 -2.00296 0.854
H 1.74592 -0.50330 -0.34091 0.141
H 0.46070 -1.45038 0.35529 0.069
H 0.81244 1.41277 -0.37278 0.140
H 1.11891 -0.21540 2.24184 0.091
H 0.47525 1.37101 2.46206 0.048
H 2.02509 1.23703 1.85743 0.061
```

Properties
⟨S²⟩: 2.00
calculated total energy: -3465.70108 Eh
multiplicity: 3
frontier orbital gap (spin up / spin down): 0.1967 / 0.2563 Ha

=====

Record 8
The following is a quantum chemistry calculation of an isolated ion of composition C5H6BrFN4 and charge +2 at a distorted geometry, from OMol25.

Structure (XYZ):
```
17
Properties=species:S:1:pos:R:3:lowdin_charge:R:1
C -3.14363 0.47278 -0.80460 -0.615
C -1.34431 2.05371 -0.37164 -0.032
C -0.04294 0.02807 0.08282 -0.119
C 1.01723 -1.90209 0.36915 -0.033
C -1.01453 -0.98088 -0.37991 0.120
N -2.48977 1.56021 -0.55096 0.104
N -0.32724 -2.06687 -0.25999 -0.055
N -0.23266 1.38176 0.08995 0.199
N 1.04881 -0.53796 0.63809 0.198
F -0.91705 -3.25088 -0.48145 0.155
Br -4.38904 -0.24724 0.26419 1.019
H -2.97570 -0.00990 -1.82244 0.136
H -1.28772 3.06172 -0.52063 0.146
H 0.92080 -2.67890 1.11138 0.174
H 1.71515 -2.35226 -0.40801 0.206
H 0.46786 2.09168 0.23853 0.189
H 1.75998 -0.22122 1.28326 0.207
```

Properties
energy above the lowest of the compared OMol25 structures with the same formula, charge and spin: 0.0 kcal/mol
charge: +2
calculated total energy: -3086.17338 Eh
multiplicity: 1
frontier orbital gap: 0.3108 Ha
SMILES: F[N+]1=C=C(/[NH+]=C\N=C\Br)NC1

=====

Record 9
The following is a quantum chemistry calculation of a 2-piece molecular cluster, C5H6BrNOS overall at a distorted geometry, from OMol25.

Structure (XYZ):
```
15
Properties=species:S:1:pos:R:3:lowdin_charge:R:1
C -1.78010 -1.01079 0.86025 -0.502
C -1.17850 -0.01646 1.48384 -0.851
C -1.97423 0.48980 -2.75834 -0.490
C 0.30007 0.23450 1.31538 -0.278
C 0.73271 -0.68041 0.20959 -0.369
N -0.96013 1.08231 -2.74668 0.184
O -2.98195 -0.04600 -2.65206 0.157
S -0.74633 -1.82884 -0.26680 0.846
Br -2.07358 1.03931 2.72961 0.744
H 0.42635 1.31903 0.93012 0.148
H 0.73281 -0.07205 2.19279 0.081
H 0.99590 -0.10441 -0.82322 0.115
H 1.50400 -1.23554 0.51761 0.010
H -2.75530 -1.42684 0.99656 0.069
H -0.09489 1.30453 -3.32289 0.135
```

Properties
energy above the lowest of the compared OMol25 structures with the same formula, charge and spin: 11.6 kcal/mol
calculated total energy: -3296.27207 Eh
multiplicity: 1
frontier orbital gap: 0.3129 Ha
SMILES: BrC1=CSCC1.N=C=O

=====

Record 10
The following is a quantum chemistry calculation of one molecule with the formula C5H6Cl2 at a distorted geometry, from OMol25.

Structure (XYZ):
```
13
Properties=species:S:1:pos:R:3:lowdin_charge:R:1
C 0.20669 0.34022 -0.11157 -0.165
C 1.62164 -0.39125 0.54767 -0.562
C 1.08498 -1.73463 0.12344 -0.257
C -0.18478 -1.03902 -0.48456 -0.675
C -0.40346 1.72858 -0.16463 -0.033
Cl 3.20952 0.24922 0.66611 0.624
Cl -1.68938 -1.57259 0.41457 0.515
H 1.46180 -2.42137 -0.70479 0.128
H 0.90533 -2.29319 1.05722 0.097
H -0.51089 -1.35283 -1.58847 0.142
H -1.33771 1.63841 0.37286 0.078
H -0.53267 2.00156 -1.15828 0.066
H 0.13677 2.25938 0.50510 0.042
```

Properties
energy above the lowest of the compared OMol25 structures with the same formula, charge and spin: 71.5 kcal/mol
calculated total energy: -1114.34781 Eh
multiplicity: 1
frontier orbital gap (spin up / spin down): 0.2990 / 0.3041 Ha
SMILES: CC1=C(Cl)C[C@H]1Cl

=====

Record 11
The following is a quantum chemistry calculation of C5H6Cl2N2O4ScTl as an isolated structure at a distorted geometry, from OMol25.

Structure (XYZ):
```
21
Properties=species:S:1:pos:R:3:lowdin_charge:R:1
Tl 1.97962 3.65772 -0.77373 0.851
Sc 0.15671 0.78639 -2.11815 0.771
Cl 1.26297 2.68979 -3.43541 -0.026
Cl -0.62863 2.64604 -0.94369 0.110
C 0.93976 -0.19283 -0.23808 0.050
C 3.03300 5.68093 -4.79795 0.211
C 3.76465 6.28961 -2.27964 0.138
O 1.20084 -0.70684 0.77733 0.251
O 3.72028 6.27404 -5.48546 0.237
O 4.42714 7.01043 -2.90218 0.160
C -3.99841 -1.12664 -0.49457 0.131
N -3.05133 -2.10949 -1.07517 0.278
C -1.75279 -1.81073 -1.30269 -0.396
N -0.80409 -2.77969 -1.29456 0.349
O -1.39730 -0.61951 -1.65950 -0.111
H -3.39637 -0.27657 -0.15651 0.129
H -4.59988 -1.55138 0.30212 0.155
H -4.75665 -0.85324 -1.24301 0.183
H -3.25299 -3.07222 -0.83946 0.207
H 0.11952 -2.49504 -0.96817 0.142
H -1.09176 -3.72582 -1.06859 0.179
```

Properties
charge: +4
calculated total energy: -2456.41885 Eh
multiplicity: 1
frontier orbital gap (spin up / spin down): 0.1441 / 0.1837 Ha

=====

Record 12
The following is a quantum chemistry calculation of an isolated ion of composition C5H6Cl2NO2 and charge +1 at a distorted geometry, from OMol25.

Structure (XYZ):
```
16
Properties=species:S:1:pos:R:3:lowdin_charge:R:1
C 0.32879 1.60693 -0.04941 -0.027
C 1.52141 0.88708 -0.03953 -0.617
C 1.54365 -0.65402 -0.11999 -0.443
C 0.14206 -1.17434 -0.46688 -0.543
C -1.04492 -0.46839 0.12084 -0.341
N -0.99417 1.03266 -0.17674 0.134
O 2.44588 -1.36846 -0.06482 0.192
O -1.06441 -0.48256 1.55789 0.009
Cl 2.95708 1.62004 0.01609 0.927
Cl -0.14362 -2.92370 -0.23272 0.757
H 0.32119 2.63311 -0.00581 0.106
H 0.17993 -0.98616 -1.61833 0.177
H -1.93536 -0.85795 -0.15730 0.120
H -1.55938 1.36321 0.52982 0.142
H -1.54589 1.21807 -1.12353 0.266
H -1.15223 -1.44552 1.83041 0.140
```

Properties
energy above the lowest of the compared OMol25 structures with the same formula, charge and spin: 0.0 kcal/mol
charge: +1
calculated total energy: -1319.41369 Eh
multiplicity: 1
frontier orbital gap: 0.3566 Ha
SMILES: O=C1C(Cl)=C[NH2+][C@H](O)[C@@H]1Cl